[1]
{"formula": "Cl2FOP", "method": "ωB97M-V/def2-TZVPD", "gap_ha": 0.22832, "e_lumo_ev": -2.6, "de_lowest_ev": 6.079, "charge": 0, "elements": ["Cl", "Cl", "P", "F", "O"], "positions_angstrom": [[1.3479, 0.0916, -0.0612], [-2.3655, -1.0543, -0.1785], [-1.3570, 0.3828, 0.6877], [-1.6566, 1.3378, -0.5807], [2.2491, -1.2222, 0.1251]], "nbo_charge": [0.36, -0.22, 1.16, -0.58, -0.72]}

[2]
{"formula": "C28H78N6O8", "method": "ωB97M-V/def2-TZVPD", "gap_ha": 0.34227, "e_lumo_ev": 0.3, "de_lowest_ev": 3.754, "charge": 0, "elements": ["O", "O", "O", "O", "O", "O", "O", "O", "N", "N", "N", "N", "N", "N", "C", "C", "C", "C", "C", "C", "C", "C", "C", "C", "C", "C", "C", "C", "C", "C", "C", "C", "C", "C", "C", "C", "C", "C", "C", "C", "C", "C", "H", "H", "H", "H", "H", "H", "H", "H", "H", "H", "H", "H", "H", "H", "H", "H", "H", "H", "H", "H", "H", "H", "H", "H", "H", "H", "H", "H", "H", "H", "H", "H", "H", "H", "H", "H", "H", "H", "H", "H", "H", "H", "H", "H", "H", "H", "H", "H", "H", "H", "H", "H", "H", "H", "H", "H", "H", "H", "H", "H", "H", "H", "H", "H", "H", "H", "H", "H", "H", "H", "H", "H", "H", "H", "H", "H", "H", "H"], "positions_angstrom": [[-32.7376, -11.0572, -12.5003], [-26.4031, -14.4958, -14.0283], [-35.9577, -9.0422, -8.1748], [-33.8731, -13.9563, -18.1907], [-29.9169, -9.9570, -5.1814], [-27.7004, -7.1093, -13.3487], [-31.8408, -21.4482, -12.9964], [-41.2793, -14.0207, -12.7640], [-34.9482, -7.6526, -10.5641], [-29.5342, -13.3569, -6.6997], [-33.1642, -16.7697, -17.9073], [-31.4503, -18.7999, -10.4265], [-30.2020, -5.6183, -11.2388], [-30.7315, -14.0702, -11.4375], [-33.1688, -13.9241, -11.5434], [-28.8178, -7.4509, -10.4571], [-32.4932, -14.4121, -18.1189], [-31.7245, -11.8263, -11.8819], [-33.0168, -21.2747, -13.7657], [-26.7940, -13.1314, -14.2521], [-31.0793, -16.1972, -16.8383], [-29.5058, -10.1813, -3.8218], [-29.0918, -12.1155, -6.0718], [-31.8019, -20.8349, -11.7480], [-36.2913, -7.9779, -10.2854], [-34.0875, -12.9217, -19.1773], [-29.7220, -19.4475, -11.9962], [-27.9895, -11.5089, -6.9812], [-39.8575, -13.6826, -10.8082], [-31.8620, -13.4001, -12.0835], [-31.2028, -19.4280, -11.7006], [-41.0372, -14.4646, -11.4505], [-37.0087, -8.0941, -11.6110], [-32.4673, -15.6369, -17.2344], [-27.6655, -7.5706, -14.7256], [-36.3148, -9.3228, -9.5259], [-28.9269, -6.2595, -11.5033], [-29.0037, -6.6984, -12.9642], [-35.7742, -10.2288, -7.4307], [-30.3125, -11.1600, -5.8531], [-32.8738, -11.1876, -13.8652], [-26.0010, -12.3002, -13.2953], [-30.3151, -5.5313, -10.2390], [-35.0011, -10.8604, -7.8683], [-34.3694, -7.6615, -9.7365], [-26.6267, -7.6862, -15.0349], [-30.7685, -11.4270, -12.2208], [-39.9084, -12.5974, -10.8967], [-36.7107, -8.9151, -12.2631], [-33.0980, -20.2185, -14.0223], [-32.0123, -10.8879, -14.4621], [-33.2406, -12.1884, -14.0933], [-34.5568, -8.4429, -11.0564], [-27.8214, -7.8790, -10.5670], [-33.0416, -15.5398, -16.3131], [-32.3882, -18.7173, -10.0610], [-33.8245, -13.3011, -20.1647], [-29.2171, -5.8035, -13.5487], [-30.6241, -10.8386, -6.8469], [-29.2839, -9.1510, -3.5437], [-32.8117, -20.7651, -11.3434], [-31.1263, -19.2967, -9.6090], [-31.7004, -13.5836, -13.1457], [-28.6592, -10.8594, -3.7145], [-35.4260, -9.9883, -6.4262], [-29.9601, -14.1407, -12.0856], [-30.3425, -10.4620, -3.1821], [-28.3654, -11.5252, -8.0042], [-31.7956, -11.6693, -10.8057], [-32.7740, -16.8815, -18.8321], [-38.8727, -14.0476, -11.0999], [-30.4824, -16.5238, -17.6899], [-29.7748, -7.4531, -13.1188], [-33.9994, -13.2894, -11.8521], [-29.5072, -13.2492, -7.7036], [-31.1938, -17.1455, -16.3133], [-34.1517, -16.6005, -18.0349], [-31.1759, -11.6786, -5.4365], [-30.9703, -15.0397, -11.2851], [-35.6748, -10.0789, -9.9805], [-28.9459, -7.0731, -9.4428], [-27.8368, -12.9947, -13.9657], [-28.2812, -8.4509, -14.9105], [-29.1830, -18.5049, -11.9015], [-30.9673, -6.2754, -11.2899], [-27.1493, -12.2030, -6.9943], [-33.9477, -21.6113, -13.3094], [-29.5837, -8.2196, -10.5594], [-36.8664, -7.2048, -12.2251], [-41.9514, -14.4706, -10.8569], [-36.6841, -10.8280, -7.3998], [-29.1465, -20.1734, -11.4218], [-27.6784, -10.5236, -6.6341], [-36.6815, -7.1857, -9.6465], [-26.6588, -12.7928, -15.2793], [-33.6948, -10.5834, -14.2511], [-33.2873, -14.9478, -11.8985], [-24.9174, -12.3111, -13.4131], [-39.9202, -13.8448, -9.7322], [-32.1046, -14.6106, -19.1178], [-33.4799, -12.0474, -18.9436], [-31.6915, -18.7932, -12.4397], [-26.2507, -11.2756, -13.5709], [-38.0973, -8.1491, -11.6225], [-29.5645, -19.7407, -13.0342], [-27.9801, -6.8346, -15.4654], [-31.8595, -13.6354, -17.6908], [-28.6554, -12.3461, -5.1000], [-40.8970, -15.5431, -11.5234], [-26.2453, -12.4780, -12.2480], [-32.8096, -21.8453, -14.6710], [-37.3338, -9.7098, -9.5349], [-28.0698, -5.6143, -11.3104], [-35.1191, -12.5812, -19.2659], [-30.4598, -15.5061, -16.2667], [-41.9541, -14.6302, -13.0719], [-33.2043, -14.1143, -10.4707], [-28.8344, -14.0640, -6.5253], [-31.2481, -21.4470, -11.0362], [-25.5704, -14.7495, -14.4332]], "mulliken_charge": [-0.25, -0.52, -0.32, -0.31, -0.34, -0.31, -0.35, -0.51, -0.70, -0.68, -0.75, -0.74, -0.77, -0.67, -1.50, -1.37, -0.62, -0.76, -0.68, -0.08, -1.46, -0.68, 0.41, -0.78, 0.40, -0.75, -1.47, -1.24, -0.94, 0.93, 0.80, -0.27, -1.52, 0.47, -0.75, -0.48, 0.48, -0.58, -0.68, -0.59, -0.82, -0.84, 0.29, 0.26, 0.31, 0.27, 0.31, 0.28, 0.27, 0.28, 0.30, 0.31, 0.17, 0.33, 0.28, 0.23, 0.31, 0.37, 0.14, 0.25, 0.37, 0.23, 0.17, 0.28, 0.27, 0.21, 0.28, 0.28, 0.17, 0.25, 0.26, 0.34, 0.24, 0.34, 0.24, 0.38, 0.26, 0.36, 0.20, 0.25, 0.43, 0.06, 0.27, 0.37, 0.24, 0.37, 0.30, 0.24, 0.42, 0.28, 0.28, 0.32, 0.32, 0.34, 0.29, 0.28, 0.37, 0.34, 0.32, 0.32, 0.29, 0.16, 0.22, 0.40, 0.35, 0.33, 0.36, 0.30, 0.28, 0.24, 0.24, 0.34, 0.30, 0.27, 0.35, 0.30, 0.40, 0.29, 0.37, 0.30]}

[3]
{"formula": "C52H31CrI4N6S6", "method": "ωB97M-V/def2-TZVPD", "gap_ha": [0.20220, 0.19742], "e_lumo_ev": [-1.6, -1.8], "charge": 0, "spin_multiplicity": 4, "elements": ["I", "I", "I", "I", "Cr", "S", "S", "S", "S", "S", "S", "N", "N", "N", "N", "N", "N", "C", "C", "C", "C", "C", "C", "C", "C", "C", "C", "C", "C", "C", "C", "C", "C", "C", "C", "C", "C", "C", "C", "C", "C", "C", "C", "C", "C", "C", "C", "C", "C", "C", "C", "C", "C", "C", "C", "C", "C", "C", "C", "C", "C", "C", "C", "C", "C", "C", "C", "C", "C", "H", "H", "H", "H", "H", "H", "H", "H", "H", "H", "H", "H", "H", "H", "H", "H", "H", "H", "H", "H", "H", "H", "H", "H", "H", "H", "H", "H", "H", "H", "H"], "positions_angstrom": [[0.0972, -4.3513, -8.3137], [5.8851, 7.0249, -1.6472], [-3.9526, 4.8853, 7.8582], [-2.1479, -8.7492, 4.8826], [-0.1270, -0.2751, 0.5477], [3.6549, 2.4613, 5.2975], [2.2508, 0.5944, 3.4757], [-2.3114, 0.8129, -0.3437], [5.0176, 1.1310, 2.9943], [1.9488, -1.2991, 1.1427], [5.2689, -0.7260, 0.6636], [0.1729, 1.5629, 1.2627], [-3.5205, -1.2220, 0.8251], [0.6905, 0.2766, -1.2059], [-0.5855, -2.0925, -0.2010], [-1.0286, -0.7910, 2.2701], [-4.6606, 0.8123, 0.9094], [-3.0425, 2.9772, 4.0825], [-0.4439, 2.1165, 2.3463], [2.9322, -0.2192, 2.0901], [0.0891, -2.2939, -3.9014], [0.6429, -0.4200, -2.3755], [-0.6622, -3.8924, -1.6008], [-0.8657, -3.2162, 0.5346], [0.0924, -3.4739, -6.4245], [-0.8963, -4.3524, -0.3450], [-1.1610, -3.2186, 1.9040], [-1.9120, 3.0328, 6.6185], [-1.1055, -2.5345, -4.5744], [-3.5752, 0.1063, 0.5092], [4.2455, 0.0212, 1.8822], [1.0156, 2.4956, 0.7487], [3.4037, 5.3606, -2.0967], [-1.9306, -2.0132, 3.9766], [-1.2674, 1.4449, 3.2426], [1.2853, -2.6622, -4.5108], [-1.8895, 2.2420, 4.3391], [0.9551, 3.6899, 1.5619], [1.2935, -3.2496, -5.7674], [-3.0667, 3.7532, 6.3488], [-0.5536, -4.9342, 3.6013], [3.6500, 1.4646, 3.9883], [-5.5649, 0.2090, 1.6424], [-5.4945, -1.1336, 2.0591], [0.0698, -1.6801, -2.5431], [4.5355, -0.0917, -0.8624], [1.9690, 1.3562, -2.7603], [2.4912, 4.3465, -1.8450], [-0.7604, -6.1367, 4.2608], [4.5085, 5.5075, -1.2705], [1.4779, 1.3685, -1.4001], [-2.0722, -0.7023, 4.2993], [-3.6359, 3.7328, 5.0840], [3.7807, 3.6482, 0.0517], [-0.4314, -2.4771, -1.5002], [-4.4225, -1.8378, 1.6093], [1.7033, 2.3862, -0.4643], [-1.1107, -3.1196, -5.8320], [-1.4044, -4.5256, 2.5770], [-2.6874, -6.5553, 2.8779], [-1.3269, 2.2793, 5.6106], [1.4136, 0.2874, -3.3731], [2.6736, 3.4722, -0.7772], [-1.8293, -6.9428, 3.8965], [-2.4687, -5.3509, 2.2246], [-1.2940, -2.0648, 2.6853], [0.0310, 3.4675, 2.5220], [4.7000, 4.6577, -0.1910], [-1.4714, 0.0594, 3.2360], [-6.4135, 0.8181, 1.9397], [-2.0456, -3.2942, -6.3472], [4.7089, 0.9762, -0.9739], [1.6152, 4.2480, -2.4749], [-1.4643, 3.0638, 7.6025], [-4.5312, 4.3034, 4.8774], [-1.0554, -5.3749, -0.0439], [1.5309, -0.0072, -4.4030], [0.2837, -4.3035, 3.8760], [-0.2909, 4.1416, 3.2994], [2.2304, -3.5364, -6.2257], [-2.2471, -2.8701, 4.5503], [-3.5202, -7.1846, 2.5949], [-3.4748, 2.9566, 3.0881], [-4.2279, -2.8773, 1.8339], [5.0269, -0.6219, -1.6784], [3.9237, 2.9838, 0.8973], [-0.5982, -4.4711, -2.5080], [2.6410, 2.0799, -3.1904], [1.5273, 4.5874, 1.3946], [3.2473, 6.0374, -2.9257], [-0.0888, -6.4436, 5.0511], [3.4714, -0.3184, -0.8814], [-2.0423, -2.2496, -4.1105], [2.2210, -2.5039, -3.9879], [-2.7033, -1.7284, 0.4923], [-0.4126, 1.7313, 5.8087], [-3.1367, -5.0553, 1.4230], [5.5562, 4.7780, 0.4587], [-6.2452, -1.5804, 2.6907], [-2.5216, -0.2868, 5.1869]], "mulliken_spin": [0.00, 0.00, 0.00, 0.00, 3.21, 0.00, 0.01, -0.04, 0.00, -0.07, 0.00, -0.10, 0.00, -0.11, -0.10, -0.12, 0.00, 0.00, 0.03, 0.02, -0.01, 0.00, 0.00, 0.00, 0.00, 0.02, 0.04, 0.00, 0.00, 0.01, -0.01, 0.01, 0.00, 0.02, 0.00, 0.00, 0.00, 0.01, 0.00, 0.00, 0.00, 0.00, 0.00, 0.00, 0.03, -0.01, 0.00, 0.00, 0.00, 0.00, 0.03, -0.01, 0.00, 0.00, 0.03, 0.00, 0.02, 0.00, 0.00, 0.00, 0.00, 0.01, 0.00, 0.00, 0.00, 0.01, 0.01, 0.00, 0.04, 0.00, 0.00, 0.00, 0.00, 0.00, 0.00, 0.00, 0.00, 0.00, 0.00, 0.00, 0.00, 0.00, 0.00, 0.00, 0.00, 0.00, 0.00, 0.00, 0.00, 0.00, 0.00, 0.00, 0.00, 0.00, 0.01, 0.00, 0.00, 0.00, 0.00, 0.00]}

What is the formula in the third record? C52H31CrI4N6S6

Which value of charge does entry 2 give? 0